[1]
# C4H7O3P

2 unconnected molecules or ions with the total composition C4H7O3P in a non-equilibrium geometry (ωB97M-V/def2-TZVPD, the Open Molecules 2025 dataset).

## Properties
E_LUMO (eV): 6.3
ΔE to the lowest compared entry with this formula, charge and spin (kJ/mol): 164.19
HOMO level (eV): 0.8

```
! RIJCOSX wB97M-V def2-TZVPD def2/J DEFGRID3
* xyz -2 1
C 0.3842 0.8911 0.1993
C -0.6936 0.1709 0.0701
C -2.0766 0.7997 -0.2396
C -0.6837 -1.3275 0.3224
O 2.8439 -0.3812 -1.4181
O 3.5464 1.2406 0.4337
O 2.8486 -1.1452 1.0239
P 2.8117 -0.0145 0.0319
H 0.3287 1.8940 -0.0427
H -2.7050 1.1497 0.6108
H -2.0377 1.7221 -0.8282
H -2.6159 0.0580 -0.8696
H -1.3289 -1.6174 1.1186
H 0.3272 -1.7292 0.3311
H -0.9492 -1.7112 -0.7436
*
```

Atomic partial charges in e from the Löwdin method, atoms 1 to 4: atom 1 (C): -0.062, atom 2 (C): -0.529, atom 3 (C): -0.146, atom 4 (C): -0.127

[2]
# C4H7O3P

A single C4H7O3P molecule in a non-equilibrium geometry (ωB97M-V/def2-TZVPD, the Open Molecules 2025 dataset).

## Properties
E_LUMO (eV): 0.8
ΔE to the lowest compared entry with this formula, charge and spin (kJ/mol): 40.44
Structure (SMILES): CO[P@@]1(=O)C=CCO1
HOMO level (eV): -10.5

```
! RIJCOSX wB97M-V def2-TZVPD def2/J DEFGRID3
* xyz 0 1
C -2.0991 -0.0666 -1.4574
O -1.1515 -0.6031 -0.5768
P -0.5306 0.4407 0.4652
O -1.5251 1.5217 0.7227
C 0.3954 -0.7092 1.5128
C 1.6762 -0.6793 1.1914
C 2.0881 0.3715 0.1137
O 0.9494 1.1738 -0.1566
H -1.7519 -0.0946 -2.4410
H -2.2646 1.0649 -1.3511
H -3.1187 -0.5336 -1.2556
H -0.1137 -1.6416 1.9120
H 2.3400 -1.3351 1.7168
H 2.7493 1.1474 0.4613
H 2.3569 -0.0568 -0.8576
*
```

Atomic partial charges in e from the Löwdin method, atoms 1 to 4: atom 1 (C): -0.149, atom 2 (O): -0.250, atom 3 (P): 0.628, atom 4 (O): -0.291

[3]
# C4H7O3Pm

A molecular structure, C4H7O3Pm in a non-equilibrium geometry (ωB97M-V/def2-TZVPD, the Open Molecules 2025 dataset).

## Properties
E_LUMO (spin up / spin down) (eV): -5.7 / -5.6
ΔE to the lowest compared entry with this formula, charge and spin (kJ/mol): 0.00
⟨S²⟩: 8.756
HOMO level (spin up / spin down) (eV): -12.9 / -13.4

```
! RIJCOSX wB97M-V def2-TZVPD def2/J DEFGRID3
* xyz 1 6
O 2.5068 1.7829 0.3027
Pm 3.8635 0.2273 1.5270
O 0.9368 1.5299 -1.3090
C 1.6376 1.1664 -0.3881
O 1.5305 -0.1317 0.1218
C 0.3518 -0.9123 -0.1081
H 0.1955 -0.9721 -1.1929
H 0.5851 -1.9076 0.2900
C -0.8667 -0.3000 0.5879
C -2.0176 -0.0806 -0.3865
H -1.1721 -0.9827 1.3948
H -0.6007 0.6497 1.0743
H -1.9438 -0.7558 -1.2519
H -2.9825 -0.2655 0.1037
H -2.0242 0.9521 -0.7656
*
```

Atomic partial charges in e from the Löwdin method, atoms 1 to 4: atom 1 (O): -0.201, atom 2 (Pm): 1.788, atom 3 (O): 0.137, atom 4 (C): -0.766

[4]
# C4H7O3Pm

A molecular structure, C4H7O3Pm in a non-equilibrium geometry (ωB97M-V/def2-TZVPD, the Open Molecules 2025 dataset).

## Properties
E_LUMO (spin up / spin down) (eV): -4.7 / -6.1
ΔE to the lowest compared entry with this formula, charge and spin (kJ/mol): 149.10
⟨S²⟩: 8.771
HOMO level (spin up / spin down) (eV): -12.8 / -12.7

```
! RIJCOSX wB97M-V def2-TZVPD def2/J DEFGRID3
* xyz 1 6
H -3.3015 -1.6602 2.7070
O -0.9791 -1.5815 -0.3323
C -0.7726 -1.1967 -1.5093
C -0.0543 -0.0423 -1.9105
O 0.6485 0.7757 -1.1857
C 1.3277 0.4382 0.0459
C 0.7699 1.2393 1.2124
O -0.5134 0.9173 1.5744
Pm -1.8120 -0.8038 1.6506
H -1.2016 -1.7668 -2.3496
H -0.0813 0.2285 -2.9687
H 2.3738 0.7156 -0.1343
H 1.2625 -0.6424 0.2224
H 0.8424 2.3123 0.9379
H 1.4911 1.0669 2.0398
*
```

Atomic partial charges in e from the Löwdin method, atoms 1 to 4: atom 1 (H): -0.254, atom 2 (O): -0.243, atom 3 (C): -0.188, atom 4 (C): -0.030

[5]
# C4H7O3Pr

A molecular structure, C4H7O3Pr in a non-equilibrium geometry (ωB97M-V/def2-TZVPD, the Open Molecules 2025 dataset).

## Properties
E_LUMO (spin up / spin down) (eV): -14.8 / -14.8
ΔE to the lowest compared entry with this formula, charge and spin (kJ/mol): 64.83
⟨S²⟩: 3.752
HOMO level (spin up / spin down) (eV): -20.2 / -23.8

```
! RIJCOSX wB97M-V def2-TZVPD def2/J DEFGRID3
* xyz 3 4
C -1.0164 -0.1155 0.4675
C -1.1729 1.3365 0.8229
H -1.6964 -0.7676 1.0234
H -1.1614 -0.3184 -0.5981
H -1.2707 1.4661 1.9079
H -2.0899 1.6994 0.3401
H -0.3261 1.9367 0.4678
O 2.1198 -1.7588 0.6702
Pr 1.7159 -1.6587 2.9467
O 0.3413 -0.5716 0.8386
C 1.2575 -1.1313 0.0589
O 1.3424 -0.8791 -1.4925
C 0.7314 0.0182 -2.2621
H 0.5419 -0.3078 -3.2853
H 0.6837 1.0519 -1.9060
*
```

Atomic partial charges in e from the Löwdin method, atoms 1 to 4: atom 1 (C): -0.119, atom 2 (C): -0.015, atom 3 (H): 0.159, atom 4 (H): 0.132

[6]
# C4H7O4P

A molecular structure, C4H7O4P in a non-equilibrium geometry (ωB97M-V/def2-TZVPD, the Open Molecules 2025 dataset).

## Properties
E_LUMO (eV): -0.6
ΔE to the lowest compared entry with this formula, charge and spin (kJ/mol): 371.10
HOMO level (eV): -9.6

```
! RIJCOSX wB97M-V def2-TZVPD def2/J DEFGRID3
* xyz 0 1
C -1.0099 0.9930 -0.8283
C -3.2394 0.2271 -0.3592
C -1.7171 0.1857 -0.1003
C 3.2017 -0.1171 0.0567
O -3.8798 -0.4041 0.4238
O 0.9090 -1.6286 -0.4906
O -1.4284 -0.6092 1.0339
O 0.8168 0.9638 -0.2653
P 1.3604 -0.4025 0.1614
H -0.9824 1.9155 -1.3999
H -3.6285 0.8998 -1.1904
H 3.4135 -0.5381 1.0933
H 3.6159 -0.7284 -0.8119
H 3.5802 0.9133 0.1210
H -2.1457 -1.1460 1.1101
H 1.1337 -0.5243 1.4455
*
```

Atomic partial charges in e from the Löwdin method, atoms 1 to 4: atom 1 (C): 0.220, atom 2 (C): -0.159, atom 3 (C): -0.277, atom 4 (C): -0.178

[7]
# C4H7O4S2

2 unconnected molecules or ions with the total composition C4H7O4S2 in a non-equilibrium geometry (ωB97M-V/def2-TZVPD, the Open Molecules 2025 dataset).

## Properties
E_LUMO (spin up / spin down) (eV): 3.2 / 3.2
ΔE to the lowest compared entry with this formula, charge and spin (kJ/mol): 51.68
HOMO level (spin up / spin down) (eV): -5.0 / -5.0

```
! RIJCOSX wB97M-V def2-TZVPD def2/J DEFGRID3
* xyz -1 1
C -1.8683 -1.7133 0.0556
C -0.1779 1.6786 0.3086
C 1.3425 1.6460 0.0252
C -1.3312 -2.0088 -1.2859
O -1.2472 -1.0742 0.8984
O -3.0235 -2.1871 -0.0114
O 1.3483 -1.0122 0.7270
O 3.3799 0.3280 1.1512
S -0.9871 -0.9808 -2.5388
S 1.9288 0.3695 1.2891
H -0.6550 0.7157 0.4486
H -0.3252 2.4394 1.0552
H -0.6971 2.0695 -0.4546
H 1.8919 2.4836 0.3237
H 1.6210 1.3202 -0.9562
H -1.5415 -3.0989 -1.7531
H 0.3414 -0.9752 0.7173
*
```

Atomic partial charges in e from the Löwdin method, atoms 1 to 4: atom 1 (C): -0.797, atom 2 (C): -0.147, atom 3 (C): -0.307, atom 4 (C): -0.569

[8]
# C4H7OP

A single C4H7OP molecule in a non-equilibrium geometry (ωB97M-V/def2-TZVPD, the Open Molecules 2025 dataset).

## Properties
E_LUMO (eV): -0.9
ΔE to the lowest compared entry with this formula, charge and spin (kJ/mol): 217.49
Structure (SMILES): [H]/P=C(\C)C(C)=O
HOMO level (eV): -9.6

```
! RIJCOSX wB97M-V def2-TZVPD def2/J DEFGRID3
* xyz 0 1
H -1.9365 -2.3498 -0.2853
P -2.3186 -1.0192 -0.2034
C -0.7622 -0.3884 0.0590
C 0.6260 -1.3328 0.0145
C -0.7028 1.0192 0.0895
C 0.7255 1.6402 -0.1408
O -1.7012 1.6933 0.2773
H 0.5976 -1.9871 0.9168
H 1.3593 -0.6397 0.1961
H 0.8744 -2.0532 -0.7110
H 1.4054 0.9329 -0.6928
H 1.1281 1.7592 0.9640
H 0.7049 2.7252 -0.4838
*
```

Atomic partial charges in e from the Löwdin method, atoms 1 to 4: atom 1 (H): -0.150, atom 2 (P): 0.964, atom 3 (C): -0.521, atom 4 (C): -0.072

[9]
# C4H7P

A single C4H7P molecule in a non-equilibrium geometry (ωB97M-V/def2-TZVPD, the Open Molecules 2025 dataset).

## Properties
E_LUMO (spin up / spin down) (eV): -0.4 / -0.4
ΔE to the lowest compared entry with this formula, charge and spin (kJ/mol): 369.78
Structure (SMILES): C=CC=[PH]=C
HOMO level (spin up / spin down) (eV): -7.9 / -8.7

```
! RIJCOSX wB97M-V def2-TZVPD def2/J DEFGRID3
* xyz 0 1
C -2.1889 -0.3545 0.0256
C -0.9733 -0.4693 0.4959
C 0.1234 -0.3184 -0.3906
P 1.8956 -0.6568 0.0016
C 2.0731 1.0709 0.3541
H -2.9625 -0.7786 0.7521
H -2.5733 0.2143 -0.8222
H -0.6686 -1.0018 1.4002
H -0.0140 0.0221 -1.4138
H 1.9695 -0.7164 -1.4222
H 1.5360 1.7359 -0.3791
H 1.7831 1.2524 1.3983
*
```

Atomic partial charges in e from the Löwdin method, atoms 1 to 4: atom 1 (C): -0.012, atom 2 (C): -0.299, atom 3 (C): -0.363, atom 4 (P): 0.721

[10]
# C4H7P

2 unconnected molecules or ions with the total composition C4H7P in a non-equilibrium geometry (ωB97M-V/def2-TZVPD, the Open Molecules 2025 dataset).

## Properties
E_LUMO (spin up / spin down) (eV): 0.4 / -1.3
ΔE to the lowest compared entry with this formula, charge and spin (kJ/mol): 178.77
⟨S²⟩: 2.015
HOMO level (spin up / spin down) (eV): -6.8 / -9.7

```
! RIJCOSX wB97M-V def2-TZVPD def2/J DEFGRID3
* xyz 0 3
C 2.5577 1.0160 0.4874
C -1.4526 0.0872 0.3956
C -1.2179 -0.5942 -1.0045
C -0.5053 -1.0111 0.2041
P 2.0736 -0.1222 -0.5928
H 3.2943 1.8316 0.4844
H 1.9860 1.2055 1.4027
H -0.7895 1.0008 0.3689
H -2.4052 -0.1045 0.8684
H -2.0414 -1.2340 -1.3809
H -0.9473 -0.0278 -1.8586
H -0.5524 -2.0472 0.6251
*
```

Atomic partial charges in e from the Löwdin method, atoms 1 to 4: atom 1 (C): -0.543, atom 2 (C): -0.158, atom 3 (C): -0.222, atom 4 (C): -0.251

[11]
# C4H8

A single C4H8 molecule in a non-equilibrium geometry (ωB97M-V/def2-TZVPD, the Open Molecules 2025 dataset).

## Properties
E_LUMO (eV): 1.3
ΔE to the lowest compared entry with this formula, charge and spin (kJ/mol): 44.25
Structure (SMILES): C1CCC1
HOMO level (eV): -10.6

```
! RIJCOSX wB97M-V def2-TZVPD def2/J DEFGRID3
* xyz 0 1
C 0.2544 1.0577 0.0178
C 1.0590 -0.2663 -0.0374
C -0.2778 -1.0457 0.0139
C -1.0644 0.2454 -0.0407
H 0.4591 1.7091 -0.8375
H 0.3025 1.6123 0.9764
H 1.7648 -0.4263 0.8180
H 1.6440 -0.3814 -0.9303
H -0.3715 -1.5371 0.9790
H -0.4499 -1.7920 -0.7852
H -1.5864 0.4147 -0.9576
H -1.7337 0.4097 0.7838
*
```

Atomic partial charges in e from the Löwdin method, atoms 1 to 4: atom 1 (C): -0.182, atom 2 (C): -0.188, atom 3 (C): -0.199, atom 4 (C): -0.201

[12]
# C4H8

A single C4H8 molecule in a non-equilibrium geometry (ωB97M-V/def2-TZVPD, the Open Molecules 2025 dataset).

## Properties
E_LUMO (spin up / spin down) (eV): 0.9 / 0.5
ΔE to the lowest compared entry with this formula, charge and spin (kJ/mol): 323.21
HOMO level (spin up / spin down) (eV): -7.9 / -7.4

```
! RIJCOSX wB97M-V def2-TZVPD def2/J DEFGRID3
* xyz 0 1
C 0.3250 0.6143 -1.3312
C -0.8147 0.2296 -0.4697
C 0.7276 -0.6300 1.2432
C -0.6224 -0.5634 0.7712
H -0.0248 0.8258 -2.3504
H 1.0633 -0.2090 -1.3132
H 0.8860 1.5068 -1.0096
H -1.7326 0.8136 -0.5595
H 1.3249 0.2746 1.2797
H 1.2207 -1.5681 1.4768
H -1.1381 0.1919 1.4187
H -1.2148 -1.4862 0.8439
*
```

Atomic partial charges in e from the Löwdin method, atoms 1 to 4: atom 1 (C): -0.150, atom 2 (C): -0.155, atom 3 (C): -0.008, atom 4 (C): -0.347

| no. | E_tot (Eh) |
| --- | --- |
| 1 | -723.653600 |
| 2 | -723.703332 |
| 3 | -990.426199 |
| 4 | -990.369410 |
| 5 | -898.043233 |
| 6 | -798.831328 |
| 7 | -1253.966289 |
| 8 | -573.112407 |
| 9 | -497.785793 |
| 10 | -497.724809 |
| 11 | -157.167102 |
| 12 | -157.060850 |